No. 1
Density functional theory data (wB97M-V/def2-TZVPD) for a 6-piece molecular cluster, C19H41N12O7P overall at a distorted geometry.

The geometry in XYZ format:
```
80
C19H41N12O7P (wB97M-V/def2-TZVPD)
H 2.263 -2.795 -2.011
N 2.192 -2.673 -0.980
C 3.378 -2.371 -0.481
C 3.538 -2.126 1.119
C 4.768 -1.085 1.263
O 5.729 -1.420 1.989
O 4.665 0.107 0.493
C 4.410 1.293 1.295
C 5.726 2.233 1.331
C 3.253 2.185 0.571
C 1.942 1.335 0.191
C 0.580 1.882 0.895
C -0.314 0.618 1.371
C -1.093 0.691 2.724
C -1.900 -0.601 3.138
C -1.958 -1.901 2.300
C -1.217 -1.939 0.936
C -0.412 -0.691 0.494
P 3.822 0.983 3.066
N 2.394 0.265 3.202
H 4.286 -2.254 -1.177
H 3.793 -3.146 1.561
H 2.539 -1.696 1.459
H 6.265 2.033 2.325
H 6.444 1.903 0.496
H 5.425 3.323 1.186
H 2.966 3.108 1.176
H 3.703 2.551 -0.430
H 2.121 0.235 0.423
H 1.755 1.433 -0.947
H -0.012 2.595 0.232
H 0.924 2.403 1.865
H -1.080 1.632 3.383
H -2.460 -0.596 4.140
H -2.542 -2.805 2.692
H -1.210 -2.849 0.244
H 0.171 -0.646 -0.499
H 3.740 2.281 3.706
H 4.853 0.267 3.754
H 2.527 -0.604 3.745
N 3.374 -3.792 -6.291
C 3.165 -3.889 -4.955
N 3.454 -5.102 -4.422
O 2.748 -2.957 -4.284
H 3.716 -4.544 -6.860
H 3.170 -2.905 -6.724
H 3.312 -5.214 -3.431
H 3.798 -5.880 -4.956
N -3.738 0.798 0.580
C -3.917 1.316 -0.657
N -5.192 1.680 -0.944
O -3.000 1.448 -1.459
H -4.480 0.683 1.246
H -2.805 0.512 0.841
H -5.363 2.069 -1.856
H -5.960 1.581 -0.305
N -5.420 0.296 -3.865
C -6.724 -0.066 -3.800
N -7.336 -0.200 -5.003
O -7.304 -0.258 -2.740
H -4.927 0.457 -4.724
H -4.929 0.405 -2.991
H -8.306 -0.468 -4.997
H -6.879 -0.047 -5.883
N -10.234 -1.822 -1.636
C -10.384 -2.763 -0.673
N -9.415 -2.762 0.276
O -11.318 -3.552 -0.660
H -9.472 -1.165 -1.664
H -10.933 -1.791 -2.359
H -9.490 -3.447 1.010
H -8.640 -2.123 0.283
N 6.436 5.656 3.002
C 6.283 4.712 3.963
N 7.254 4.701 4.908
O 5.342 3.931 3.976
H 7.201 6.305 2.973
H 5.734 5.695 2.282
H 7.175 4.014 5.640
H 8.034 5.333 4.916
```

## Properties
- total charge = 0
- calculated total energy (eV) = -61868.523
- F_max (hartree/bohr) = 0.0916
- gap between HOMO and LUMO (eV) = 8.430
- lowest unoccupied orbital energy (eV) = 0.447
- highest occupied orbital energy (eV) = -8.0
- multiplicity = 1
- SMILES = [H]/N=C/CC(=O)O[C@@](C)(CCCc1ccccc1)[PH2]=N.NC(N)=O.NC(N)=O.NC(N)=O.NC(N)=O.NC(N)=O

Results of the Mulliken charge analysis, in e, for atoms 1 through 8:
1 H 0.285
2 N -0.561
3 C -0.175
4 C 0.033
5 C 0.361
6 O -0.568
7 O -0.338
8 C 1.150

No. 2
Density functional theory data (wB97M-V/def2-TZVPD) for C21H40GeN2S5Sn as an isolated structure.

The geometry in XYZ format:
```
70
C21H40GeN2S5Sn (wB97M-V/def2-TZVPD)
Sn 0.212 -0.633 0.414
C -1.233 0.277 4.058
C -2.091 0.135 2.823
C -2.274 1.257 2.006
C -1.640 2.580 2.379
C -3.050 1.163 0.849
C -3.371 2.413 0.055
C -3.517 -0.088 0.422
C -4.287 -0.181 -0.881
C -3.311 -1.220 1.224
C -3.794 -2.583 0.757
C -2.666 -1.089 2.466
C -2.590 -2.283 3.402
H -0.208 0.525 3.771
H -1.184 -0.635 4.646
H -1.593 1.079 4.707
H -2.306 3.178 3.013
H -1.402 3.167 1.494
H -0.710 2.436 2.926
H -2.569 2.669 -0.646
H -3.507 3.268 0.716
H -4.288 2.299 -0.520
H -3.836 0.444 -1.656
H -5.319 0.161 -0.749
H -4.334 -1.196 -1.268
H -4.871 -2.712 0.915
H -3.278 -3.391 1.273
H -3.598 -2.727 -0.305
H -1.683 -2.879 3.233
H -3.446 -2.942 3.269
H -2.593 -1.970 4.443
S 2.703 -0.905 -0.137
S 2.899 1.101 0.349
S 2.064 2.115 -1.222
S 0.028 1.984 -0.999
C 1.691 0.562 -4.164
Ge -0.093 0.161 -3.505
C -1.369 1.433 -4.263
C -0.537 -1.611 -4.204
C -0.399 0.271 -1.563
H 1.754 0.221 -5.202
H 2.452 0.052 -3.572
H 1.892 1.634 -4.135
H -1.204 1.560 -5.338
H -1.264 2.406 -3.780
H -2.392 1.075 -4.111
H -0.728 -1.517 -5.278
H -1.428 -2.033 -3.729
H 0.302 -2.294 -4.072
H -1.498 0.312 -1.494
C 3.458 -4.612 0.495
N 2.098 -4.202 0.863
C 2.008 -3.483 2.140
C 1.078 -4.233 0.000
S -0.342 -3.314 0.275
N 1.205 -5.064 -1.076
C 0.335 -4.871 -2.232
C 1.599 -6.461 -0.871
H 4.141 -3.803 0.758
H 3.525 -4.784 -0.574
H 3.761 -5.512 1.030
H 2.702 -3.947 2.840
H 0.999 -3.542 2.536
H 2.275 -2.434 2.004
H 0.214 -3.817 -2.428
H -0.654 -5.314 -2.077
H 0.811 -5.345 -3.091
H 2.052 -6.601 0.106
H 2.301 -6.783 -1.641
H 0.711 -7.095 -0.927
```

## Properties
- total charge = 0
- calculated total energy (eV) = -141931.390
- F_max (hartree/bohr) = 0.0130
- gap between HOMO and LUMO (eV) = 7.349
- lowest unoccupied orbital energy (eV) = 0.260
- highest occupied orbital energy (eV) = -7.1
- multiplicity = 1

Results of the natural (NBO) charge analysis, in e, for atoms 1 through 8:
1 Sn 1.037
2 C -0.641
3 C -0.038
4 C 0.080
5 C -0.665
6 C -0.037
7 C -0.648
8 C -0.018